{"formula": "C3H5ClFN", "method": "the ωB97M-V functional and the def2-TZVPD basis", "symbols": ["N", "C", "C", "C", "F", "Cl", "H", "H", "H", "H", "H"], "positions_angstrom": [[-1.41, 0.54, -0.54], [-0.18, -0.22, -0.36], [0.31, -0.47, 0.99], [1.10, 0.41, 0.19], [1.07, 1.75, 0.37], [2.72, 0.07, -0.38], [-1.45, 0.78, -1.53], [-2.17, -0.10, -0.52], [-0.03, -1.01, -1.11], [-0.47, -0.20, 1.74], [0.50, -1.55, 1.15]], "lowdin_charge": [0.055, -0.335, -0.113, -0.854, 0.004, 0.699, 0.079, 0.057, 0.137, 0.142, 0.128], "spin_multiplicity": 1, "orbital_gap_ha": 0.3961, "total_charge": 0, "smiles": "N[C@@H]1C[C@@]1(F)Cl", "relative_energy_kcal_mol": 17.03}

***

{"formula": "C3H5ClFNO2", "method": "the ωB97M-V functional and the def2-TZVPD basis", "symbols": ["O", "N", "C", "O", "C", "C", "F", "Cl", "H", "H", "H", "H", "H"], "positions_angstrom": [[2.28, 2.28, 1.18], [1.09, 1.71, 0.75], [1.25, 1.17, -0.39], [0.26, 0.60, -1.08], [-1.02, 0.53, -0.48], [-1.21, -0.78, 0.26], [-0.29, -0.92, 1.24], [-1.09, -2.18, -0.85], [2.07, 2.56, 2.10], [2.20, 1.18, -0.92], [-1.76, 0.58, -1.27], [-1.13, 1.37, 0.26], [-2.22, -0.85, 0.71]], "lowdin_charge": [-0.071, -0.006, -0.219, -0.060, -0.209, -0.698, -0.026, 0.642, 0.108, 0.156, 0.125, 0.142, 0.116], "spin_multiplicity": 1, "orbital_gap_ha": 0.3754, "total_charge": 0, "smiles": "O/N=C/OC[C@H](F)Cl", "relative_energy_kcal_mol": 60.24}

***

{"formula": "C3H5ClN2O2", "method": "the ωB97M-V functional and the def2-TZVPD basis", "symbols": ["O", "N", "O", "C", "Cl", "H", "H", "C", "C", "N", "H", "H", "H"], "positions_angstrom": [[-0.71, 1.08, -2.27], [0.13, 0.98, -1.37], [1.39, 0.82, -1.77], [-0.04, 1.14, -0.13], [1.28, 1.30, 0.91], [1.56, 1.01, -2.74], [-1.06, 1.16, 0.26], [-0.57, -1.18, 1.70], [-0.09, -1.22, 0.27], [0.06, -1.40, -0.84], [-1.11, -2.13, 1.82], [-1.14, -0.29, 1.80], [0.30, -1.27, 2.36]], "lowdin_charge": [-0.008, -0.485, 0.011, -0.604, 0.762, 0.180, 0.115, -0.057, -0.320, 0.185, 0.092, 0.050, 0.079], "spin_multiplicity": 1, "orbital_gap_ha": 0.3420, "total_charge": 0, "smiles": "[O-]/[N+](O)=C/Cl.CC#N", "relative_energy_kcal_mol": 143.54}